Record 1
The molecule C2H5N3S2 in a non-equilibrium geometry, computed with wB97M-V/def2-TZVPD.

Each line ends with the Löwdin charge.
CARTESIAN COORDINATES (ANGSTROEM)
C -0.53882 -1.53659 0.36012  -0.27
C -0.05713 -0.19020 0.86548  -0.25
N -0.51096 1.02940 0.17993  -0.66
N -1.67016 -1.82984 -0.13958  -0.36
N -0.01795 1.08066 -1.12423  -0.03
S -2.84840 -0.63078 -0.29911  0.53
S -2.17141 1.46747 0.40038  0.57
H 0.17122 -2.34771 0.45486  0.10
H -0.33737 -0.08448 1.91883  0.11
H 1.03232 -0.16841 0.79193  0.11
H 0.14212 2.04807 -1.38529  0.08
H -0.64224 0.65098 -1.80837  0.06

ΔE to the lowest compared entry with this formula, charge and spin in kcal/mol: 75.4
Frontier orbital gap in eV: 8.10



Record 2
The molecule C2H5N3S2 in a non-equilibrium geometry, computed with wB97M-V/def2-TZVPD.

Each line ends with the Löwdin charge.
CARTESIAN COORDINATES (ANGSTROEM)
C -0.32662 0.53990 -0.79036  -0.90
C -0.73390 0.23325 0.64124  -0.58
H 0.92158 1.91156 -1.75440  0.15
H 0.96169 1.75419 0.03091  0.09
H -2.51261 -0.26546 0.17309  0.06
H -0.06209 0.28686 2.46514  0.11
H 2.59794 -0.06815 1.37340  -0.15
N 0.59772 1.46190 -0.86057  0.07
N -1.88097 -0.15436 1.00263  0.16
N 0.35661 0.27195 1.50273  -0.42
S -0.88763 -0.28243 -2.09896  0.63
S 1.57158 -0.92471 1.29228  0.78

ΔE to the lowest compared entry with this formula, charge and spin in kcal/mol: 37.0
Frontier orbital gap in eV: 8.73



Record 3
The molecule C2H5N3Si in a non-equilibrium geometry, computed with wB97M-V/def2-TZVPD.

Each line ends with the Löwdin charge.
CARTESIAN COORDINATES (ANGSTROEM)
C -1.91927 -0.56326 -0.63953  -0.34
C -0.76668 0.39081 0.82573  -0.40
N -1.95273 0.22929 0.45169  0.04
N -0.84627 -0.84226 -1.29254  0.20
N 0.23652 0.05903 0.10388  -0.16
Si 1.94407 0.19828 -0.01857  0.58
H -2.88902 -1.02054 -1.08169  0.15
H -0.57752 0.89438 1.80154  0.14
H 2.25940 1.54080 -0.42083  -0.11
H 1.98333 -0.78379 -1.18668  -0.05
H 2.52816 -0.10274 1.45700  -0.05

ΔE to the lowest compared entry with this formula, charge and spin in kcal/mol: 60.7
Frontier orbital gap in eV: 9.41



Record 4
A cluster of 2 separate species, C2H5N4S in total in a non-equilibrium geometry, computed with wB97M-V/def2-TZVPD.

Each line ends with the Löwdin charge.
CARTESIAN COORDINATES (ANGSTROEM)
C -0.71410 0.25335 -0.34006  -0.31
C 0.61293 0.11555 0.38682  -0.09
N -1.26397 3.19095 0.33974  -0.56
N -3.06069 3.06262 -0.99303  0.05
N -1.73749 -0.43946 0.02244  0.04
N -2.17431 3.39583 -0.35253  -0.40
S -0.09497 4.33400 0.84419  0.00
H -0.79610 0.91073 -1.19948  0.09
H 1.28641 -0.46481 -0.22474  0.06
H 0.61442 -0.34618 1.29599  0.03
H 1.00665 1.12107 0.58871  0.06
H -2.55467 -0.20684 -0.60153  0.04

Net charge: -1
ΔE to the lowest compared entry with this formula, charge and spin in kcal/mol: 0.0
Frontier orbital gap in eV: 6.74



Record 5
The ion C2H5N4S with charge +1 in a non-equilibrium geometry, computed with wB97M-V/def2-TZVPD.

Each line ends with the Löwdin charge.
CARTESIAN COORDINATES (ANGSTROEM)
C -1.49842 0.47359 -1.23951  0.22
C 0.42705 -0.21251 0.87854  -0.85
N -1.48344 0.97908 -0.10035  -0.01
N -0.64908 0.62024 0.97376  0.01
N 1.14222 -0.16066 -0.25300  0.04
N 1.92120 -1.03515 -0.78768  0.17
S 1.01668 -0.83169 2.33172  0.78
H -2.13024 0.74111 -1.99102  0.04
H -2.05430 1.63562 0.28099  0.13
H -1.32628 0.48940 1.71041  0.15
H 2.15444 -1.90271 -0.21261  0.17
H 2.48017 -0.79633 -1.59125  0.15

Net charge: +1
ΔE to the lowest compared entry with this formula, charge and spin in kcal/mol: 149.0
Frontier orbital gap (alpha / beta) in eV: 7.02 / 5.51



Record 6
The molecule C2H5N5 in a non-equilibrium geometry, computed with wB97M-V/def2-TZVPD.

Each line ends with the Löwdin charge.
CARTESIAN COORDINATES (ANGSTROEM)
C -0.69831 -0.20566 0.77407  -0.48
C 0.68255 -0.86827 -0.67245  -0.17
H -1.48929 0.36943 2.56143  0.06
H -1.08542 -1.24310 2.46856  0.11
H 1.49564 -1.51752 -1.16208  0.15
H 0.60988 1.71718 -2.39175  0.11
H 1.84338 1.80133 -1.19113  0.11
N -1.39220 -0.38996 1.95903  0.11
N -0.08441 -1.37988 0.29520  0.09
N 0.48087 0.44077 -0.83762  -0.28
N 1.18479 1.17364 -1.70989  0.06
N -0.37186 0.91489 0.16545  0.13

ΔE to the lowest compared entry with this formula, charge and spin in kcal/mol: 39.4
Frontier orbital gap in eV: 9.70



Record 7
The molecule C2H5N5O in a non-equilibrium geometry, computed with wB97M-V/def2-TZVPD.

Each line ends with the Löwdin charge.
CARTESIAN COORDINATES (ANGSTROEM)
C -0.38406 -0.31180 -0.18321  -0.40
C 2.07413 0.13956 0.10659  -0.23
H -2.79655 1.24226 0.11022  0.08
H -2.22313 0.31003 1.36262  0.09
H -2.12513 -1.29112 -0.50738  0.09
H 3.13210 0.42996 -0.13941  0.13
H 1.56847 2.10162 -0.04382  0.15
N -2.70006 0.27368 0.44136  0.01
N -1.79641 -0.37142 -0.42700  -0.05
N 0.34336 -1.30952 0.15110  0.08
N 1.71720 -1.08056 0.10438  0.03
N 1.19884 1.20206 0.34931  0.04
O 0.12042 0.90513 -0.58207  -0.03

ΔE to the lowest compared entry with this formula, charge and spin in kcal/mol: 89.4
Frontier orbital gap in eV: 9.79



Record 8
The molecule C2H5N5O in a non-equilibrium geometry, computed with wB97M-V/def2-TZVPD.

Each line ends with the Löwdin charge.
CARTESIAN COORDINATES (ANGSTROEM)
C 0.16708 -0.84789 -0.14220  -0.43
C 0.70729 0.50580 0.03189  -0.36
H -2.52213 -0.23736 1.01758  0.09
H -2.97737 -0.82626 -0.32371  0.10
H 3.09038 -0.77851 -0.47553  0.16
H -1.13887 1.32349 0.10294  0.15
H 0.23971 2.47751 -0.41992  0.07
N -2.12923 -0.26422 0.02822  -0.06
N -1.01772 -1.29366 0.10387  0.04
N 2.37926 -0.68405 0.36497  0.04
N 2.02556 0.59083 0.06804  0.04
N -0.03210 1.60500 -0.10190  0.12
O 1.20815 -1.57068 -0.25425  0.03

ΔE to the lowest compared entry with this formula, charge and spin in kcal/mol: 106.9
Frontier orbital gap in eV: 9.23



Record 9
A cluster of 2 separate species, C2H5N5O in total in a non-equilibrium geometry, computed with wB97M-V/def2-TZVPD.

Each line ends with the Löwdin charge.
CARTESIAN COORDINATES (ANGSTROEM)
C 0.37184 -0.26559 -0.11093  -0.36
C -2.13259 0.05383 -0.04504  -0.13
H 3.41666 1.02289 -0.16745  0.08
H 1.67529 0.81402 1.03544  0.22
H 2.17661 -1.27129 0.02544  0.09
H -3.08715 0.21161 -0.20776  0.06
H -1.83836 1.99566 -0.17666  0.09
N 2.80343 0.30672 0.42285  -0.07
N 1.80660 -0.47223 -0.53808  -0.06
N -0.30460 -1.39370 0.23214  0.07
N -1.67214 -1.14861 0.05933  0.01
N -1.36340 1.28296 0.32190  0.07
O -0.08346 1.05897 -0.38252  -0.07

ΔE to the lowest compared entry with this formula, charge and spin in kcal/mol: 176.0
Frontier orbital gap in eV: 9.20



Record 10
A cluster of 2 separate species, C2H5N6O4 in total in a non-equilibrium geometry, computed with wB97M-V/def2-TZVPD.

Each line ends with the Löwdin charge.
CARTESIAN COORDINATES (ANGSTROEM)
C -0.22163 1.21707 -0.60663  -0.30
C -0.98986 -0.32401 0.82920  -0.09
N -3.06366 0.26779 0.51428  -0.09
N 0.96282 0.86080 -0.62477  0.14
N -2.12333 0.30670 1.15701  0.23
N 3.07321 -0.11705 0.14247  0.04
N -1.21158 -1.18178 -0.25497  -0.33
N 1.71091 -0.25289 0.27845  0.02
O -1.16346 1.84563 -0.72158  0.27
O -4.12889 0.38204 0.15419  0.32
O -2.33158 -1.11531 -0.73554  0.13
O -0.26264 -1.79621 -0.74121  0.07
H -0.30966 -0.51855 1.55845  0.12
H 1.50811 1.62729 -1.02914  0.19
H 3.65218 0.55797 0.62317  0.11
H 3.68159 -0.74308 -0.34396  0.11
H 1.21748 -1.01639 -0.19944  0.08

Net charge: +1
ΔE to the lowest compared entry with this formula, charge and spin in kcal/mol: 64.1
Frontier orbital gap in eV: 9.10



Record 11
The molecule C2H5NO in a non-equilibrium geometry, computed with wB97M-V/def2-TZVPD.

Each line ends with the Löwdin charge.
CARTESIAN COORDINATES (ANGSTROEM)
C 1.57507 -0.09013 0.10405  -0.15
C -1.82481 0.06604 0.10757  -0.04
H 2.13724 0.47068 -0.87920  0.16
H 1.38221 -1.03074 -0.25946  0.03
H 2.10122 -0.14779 1.08101  0.09
H -2.23353 1.02238 0.32328  0.04
H -2.86244 -0.40454 -0.24949  0.11
N -0.65635 -0.39203 -0.11726  -0.04
O 0.38139 0.50613 -0.11051  -0.21

ΔE to the lowest compared entry with this formula, charge and spin in kcal/mol: 111.0
Frontier orbital gap in eV: 10.76



Record 12
The molecule C2H5NO, computed with wB97M-V/def2-TZVPD.

Each line ends with the Löwdin charge.
CARTESIAN COORDINATES (ANGSTROEM)
C -1.03982 0.10448 0.36394  -0.09
N 0.14893 0.36561 -0.41793  -0.04
C 1.29395 -0.32366 -0.19260  -0.39
O 1.45345 -1.12174 0.71010  0.01
H -0.77208 0.06223 1.42270  0.09
H -1.75810 0.91070 0.19850  0.08
H -1.49393 -0.85542 0.09142  0.09
H 0.08369 0.92453 -1.25347  0.12
H 2.08391 -0.06673 -0.92266  0.13

ΔE to the lowest compared entry with this formula, charge and spin in kcal/mol: 11.0
Frontier orbital gap in eV: 10.75



Record 13
The molecule C2H5NO in a non-equilibrium geometry, computed with wB97M-V/def2-TZVPD.

Each line ends with the Löwdin charge.
CARTESIAN COORDINATES (ANGSTROEM)
C -1.36978 -0.48989 0.00319  -0.09
C -0.50886 0.71561 0.01670  -0.24
H -1.10575 -1.25385 -0.73309  0.08
H -1.27192 -0.98257 1.00075  0.10
H -2.41448 -0.28057 -0.18623  0.06
H -0.99666 1.71018 -0.04064  0.12
H 2.17637 -0.52932 0.21406  0.12
N 0.74813 0.71040 -0.01083  -0.03
O 1.20592 -0.62388 -0.03730  -0.11

ΔE to the lowest compared entry with this formula, charge and spin in kcal/mol: 56.5
Frontier orbital gap in eV: 10.91



Record 14
A cluster of 2 separate species, C2H5NO in total in a non-equilibrium geometry, computed with wB97M-V/def2-TZVPD.

Each line ends with the Löwdin charge.
CARTESIAN COORDINATES (ANGSTROEM)
C -0.15897 0.54335 -1.09662  -0.07
C 0.90413 -0.43894 0.63692  -0.29
N 0.82527 -0.08792 -0.68819  -0.01
O 0.75254 -1.78619 0.81689  0.01
H -0.16719 0.66343 -2.16517  0.07
H -0.78944 1.12014 -0.37020  0.04
H -0.87178 0.30284 1.31336  0.09
H 1.57654 0.09253 1.20630  0.08
H -0.00463 -1.91400 0.27476  0.08

ΔE to the lowest compared entry with this formula, charge and spin in kcal/mol: 118.6
Frontier orbital gap in eV: 8.91



Record 15
The molecule C2H5NO2 in a non-equilibrium geometry, computed with wB97M-V/def2-TZVPD.

Each line ends with the Löwdin charge.
CARTESIAN COORDINATES (ANGSTROEM)
C -0.60477 0.82804 0.84732  0.00
C 0.26762 -0.28777 -1.25283  -0.23
H -0.65644 0.59073 1.90378  0.09
H -1.54345 1.22539 0.42298  0.09
H 0.08469 1.67058 0.64258  0.08
H 1.27504 -1.57299 0.09325  0.09
H -0.07845 0.62304 -1.74698  0.14
N -0.10522 -0.35474 0.06117  -0.21
O 0.55763 -1.34748 0.70843  0.01
O 0.80338 -1.37481 -1.67970  -0.05

ΔE to the lowest compared entry with this formula, charge and spin in kcal/mol: 68.1
Frontier orbital gap in eV: 9.84



Record 16
The molecule C2H5NO2 in a non-equilibrium geometry, computed with wB97M-V/def2-TZVPD.

Each line ends with the Löwdin charge.
CARTESIAN COORDINATES (ANGSTROEM)
C -0.44842 0.30799 0.34561  -0.18
C -0.35751 0.25939 -1.15692  -0.57
H 0.47712 -1.04664 1.52146  0.08
H 1.33831 0.35439 1.25614  0.06
H -0.60407 1.34593 0.70733  0.13
H -1.43058 -0.18390 0.59896  0.15
H 0.99040 -0.84572 -0.75020  0.08
N 0.69365 -0.27320 0.96195  0.03
O 0.47154 -0.68299 -1.56522  0.11
O -1.13045 0.76475 -1.91912  0.10

ΔE to the lowest compared entry with this formula, charge and spin in kcal/mol: 14.5
Frontier orbital gap in eV: 10.40



Record 17
The molecule C2H5NO2 in a non-equilibrium geometry, computed with wB97M-V/def2-TZVPD.

Each line ends with the Löwdin charge.
CARTESIAN COORDINATES (ANGSTROEM)
C -1.59829 -0.60827 0.24345  -0.13
C 1.31400 0.22041 0.14202  -0.32
H -2.56543 -0.78349 -0.27934  0.08
H -1.79137 -0.47708 1.39136  0.11
H -0.99870 -1.64657 0.06631  0.12
H 0.20340 1.90848 0.26682  0.12
H 2.20432 0.94277 0.37611  0.15
N 0.16539 0.93140 0.13876  0.01
O -1.03438 0.47581 -0.47515  -0.14
O 1.47135 -0.99290 -0.16302  -0.02

ΔE to the lowest compared entry with this formula, charge and spin in kcal/mol: 73.9
Frontier orbital gap in eV: 10.71



Record 18
The molecule C2H5NO2 in a non-equilibrium geometry, computed with wB97M-V/def2-TZVPD.

Each line ends with the Löwdin charge.
CARTESIAN COORDINATES (ANGSTROEM)
C -0.28160 -0.61521 -1.21174  -0.09
N -0.55825 0.36681 -0.20615  -0.01
C 0.30299 0.73756 0.85622  -0.50
O 1.31641 -0.22888 1.12393  0.05
O -0.03328 1.52459 1.74687  0.04
H -0.96016 -1.41269 -0.99518  0.07
H -0.54252 -0.09311 -2.13090  0.08
H 0.72885 -1.06880 -1.23262  0.10
H -1.50158 0.71139 0.04250  0.16
H 1.52914 0.07835 2.00707  0.09

ΔE to the lowest compared entry with this formula, charge and spin in kcal/mol: 16.7
Frontier orbital gap in eV: 10.49



Record 19
A cluster of 2 separate species, C2H5NO2 in total in a non-equilibrium geometry, computed with wB97M-V/def2-TZVPD.

Each line ends with the Löwdin spin population.
CARTESIAN COORDINATES (ANGSTROEM)
O -1.47651 0.76990 0.84799  0.00
C -2.53170 0.38876 0.40388  0.00
H -3.43847 0.28464 0.98889  0.00
H -2.69046 0.13371 -0.66228  0.00
C 1.98765 -0.05754 -0.75790  0.12
N 1.24125 -0.43392 0.24229  0.02
O 1.76136 0.62164 -1.76580  0.79
H 3.07461 -0.33441 -0.63415  0.06
H 1.82837 -0.95504 0.88301  0.00
H 0.24390 -0.41774 0.45407  0.00

Spin multiplicity: 2
Net charge: +1
ΔE to the lowest compared entry with this formula, charge and spin in kcal/mol: 34.6
Frontier orbital gap (alpha / beta) in eV: 9.61 / 4.70
Expectation value of S²: 0.755



Record 20
A structure of composition C2H5NO2PSSr in a non-equilibrium geometry, computed with wB97M-V/def2-TZVPD.

Each line ends with the Löwdin charge.
CARTESIAN COORDINATES (ANGSTROEM)
C 1.92982 -0.64393 0.56868  0.01
C 1.43912 0.35759 -0.18245  -0.33
N 0.25240 0.22486 -1.00760  -0.44
P -1.09197 0.21856 -0.08336  0.05
O -0.85176 0.98898 1.27766  -0.14
O -1.50909 -1.23970 0.41055  -0.17
S -2.57746 1.09025 -1.12025  0.17
H 2.98071 -0.89557 0.49438  0.06
H 1.28275 -1.21222 1.22896  0.06
H 1.89613 1.34422 -0.16547  0.10
H -1.35982 0.57562 1.99341  0.11
H -1.74942 -1.81711 -0.32887  0.09
Sr -0.64141 1.00844 -3.08564  1.43

Net charge: +1
ΔE to the lowest compared entry with this formula, charge and spin in kcal/mol: 0.0
Frontier orbital gap in eV: 6.36